A molecular structure, C33H35Cl5O5PS4SiTi at a distorted geometry, computed with wB97M-V/def2-TZVPD.

Each line ends with the Löwdin charge.
CARTESIAN COORDINATES (ANGSTROEM)
Ti -0.667 -0.845 0.554  0.942
C 2.722 0.534 2.504  -0.486
C 2.137 1.940 2.558  -0.478
S 0.793 2.164 1.370  0.879
C -0.502 2.892 2.393  -0.502
C -0.958 2.079 3.594  -0.467
S -1.481 0.392 3.183  0.911
C -0.611 -0.559 4.445  -0.510
C 0.911 -0.520 4.360  -0.477
S 1.566 -0.847 2.698  0.884
H 3.499 0.425 3.262  0.095
H 3.190 0.357 1.536  0.050
H 2.932 2.651 2.335  0.081
H 1.762 2.178 3.553  0.066
H -1.329 3.039 1.700  0.036
H -0.186 3.881 2.727  0.094
H -1.803 2.586 4.061  0.089
H -0.173 2.014 4.346  0.067
H -0.977 -1.578 4.321  0.010
H -0.935 -0.217 5.428  0.096
H 1.319 -1.275 5.033  0.088
H 1.294 0.445 4.690  0.068
O 0.892 -2.221 0.296  -0.495
S 0.282 -2.882 -0.902  0.568
O -0.033 -4.260 -0.776  -0.211
O -0.904 -1.964 -1.115  -0.386
C 1.348 -2.639 -2.266  -0.270
C 1.676 -3.747 -3.036  -0.028
C 2.485 -3.570 -4.145  -0.040
C 2.942 -2.300 -4.472  -0.035
C 2.599 -1.206 -3.693  -0.062
C 1.795 -1.354 -2.568  -0.321
P 1.339 0.119 -1.552  1.118
C 0.673 1.148 -2.903  -0.351
C 1.303 2.234 -3.499  -0.078
C 0.684 2.909 -4.546  -0.063
C -0.553 2.494 -5.012  -0.067
C -1.179 1.397 -4.432  -0.075
C -0.574 0.735 -3.378  -0.117
C 3.005 0.739 -1.142  -0.368
C 4.063 -0.160 -0.996  -0.090
C 5.305 0.275 -0.557  -0.065
C 5.512 1.616 -0.263  -0.068
C 4.469 2.519 -0.412  -0.071
C 3.222 2.086 -0.841  -0.148
H 1.297 -4.721 -2.763  0.121
H 2.754 -4.421 -4.756  0.118
H 3.570 -2.160 -5.342  0.117
H 2.959 -0.220 -3.962  0.121
H 2.282 2.554 -3.171  0.096
H 1.179 3.756 -5.002  0.111
H -1.028 3.019 -5.831  0.111
H -2.140 1.060 -4.800  0.111
H -1.066 -0.119 -2.924  0.092
H 3.923 -1.210 -1.222  0.111
H 6.113 -0.437 -0.450  0.112
H 6.483 1.955 0.070  0.110
H 4.624 3.569 -0.196  0.113
H 2.418 2.802 -0.930  0.084
Cl -5.274 -5.561 4.341  0.722
C -4.288 -4.486 3.445  -0.698
C -2.907 -4.477 3.639  -0.688
Cl -2.187 -5.542 4.772  0.727
C -2.109 -3.596 2.916  -0.570
Cl -0.405 -3.564 3.142  0.811
C -2.682 -2.703 2.009  -0.374
O -1.939 -1.819 1.336  -0.287
C -4.061 -2.728 1.809  -0.575
Cl -4.735 -1.666 0.641  0.812
C -4.863 -3.612 2.522  -0.689
Cl -6.556 -3.621 2.267  0.728
C -3.904 1.906 0.877  -0.157
Si -2.824 1.488 -0.582  0.375
C -2.128 3.050 -1.309  -0.129
C -3.713 0.431 -1.836  -0.158
O -1.516 0.575 0.003  -0.448
H -4.873 2.265 0.521  0.049
H -3.481 2.700 1.495  0.027
H -4.085 1.037 1.511  0.006
H -2.949 3.685 -1.654  0.052
H -1.476 2.854 -2.161  0.014
H -1.560 3.623 -0.573  0.031
H -3.744 0.925 -2.809  0.033
H -4.743 0.239 -1.530  0.021
H -3.220 -0.535 -1.958  0.027

Values from the calculation:
Charge = +1
Energy above the lowest of the compared OMol25 structures with the same formula, charge and spin = 0.658 eV
F_max = 1.18 eV/A
Kohn-Sham gap = 0.2726 hartree
LUMO = -3.628 eV
Total energy = -191262.6707 eV